This record from the Open Molecules 2025 dataset describes a structure of composition C57H42Cl7N6OPb. The level of theory is ωB97M-V/def2-TZVPD.

Structure (XYZ):
```
114
C57H42Cl7N6OPb | the Open Molecules 2025 dataset | ωB97M-V/def2-TZVPD
Pb -0.072 0.172 0.471
C -8.112 0.518 1.728
C -7.214 0.358 2.776
C -5.855 0.298 2.517
C -5.370 0.376 1.208
C -6.278 0.526 0.167
C -7.641 0.601 0.427
C -3.892 0.310 1.021
C -3.348 -0.840 0.503
C -4.149 -1.931 -0.055
C -3.292 -2.851 -0.529
C -1.938 -2.381 -0.229
N -2.013 -1.178 0.370
C -0.792 -3.164 -0.462
C 0.462 -2.995 0.177
C 1.559 -3.946 0.148
C 2.537 -3.458 0.942
C 2.065 -2.197 1.478
C 2.775 -1.405 2.363
C 4.070 -1.936 2.866
C 5.259 -1.219 2.728
C 6.445 -1.695 3.266
C 6.473 -2.911 3.933
C 5.303 -3.646 4.058
C 4.114 -3.158 3.538
C 2.360 -0.131 2.890
N 1.191 0.478 2.571
C 1.173 1.679 3.198
C 0.002 2.491 3.108
C -0.415 3.808 3.040
C -1.909 3.483 3.082
C -2.438 4.705 0.873
C -1.344 5.462 0.713
C -0.207 5.742 1.578
C 0.250 4.999 2.601
C -1.352 2.114 2.750
C -2.955 3.948 2.072
C -3.705 2.710 1.602
C -3.161 1.472 1.534
N -1.829 1.257 1.937
C 2.358 1.863 3.943
C 3.095 0.707 3.777
N 0.809 -1.949 0.949
C -0.923 -4.206 -1.514
C -1.303 -3.779 -2.793
C -1.404 -4.674 -3.846
C -1.135 -6.021 -3.640
C -0.782 -6.464 -2.373
C -0.683 -5.566 -1.318
H -9.174 0.578 1.929
H -7.574 0.283 3.794
H -5.151 0.175 3.330
H -5.912 0.595 -0.851
H -8.339 0.732 -0.390
H -5.227 -1.961 -0.081
H -3.530 -3.795 -0.991
H 1.586 -4.867 -0.408
H 3.501 -3.898 1.132
H 5.252 -0.281 2.189
H 7.351 -1.110 3.164
H 7.396 -3.277 4.364
H 5.315 -4.600 4.570
H 3.197 -3.719 3.665
H -2.291 3.566 4.101
H -3.126 4.678 0.033
H -1.263 5.954 -0.253
H 0.396 6.590 1.269
H 1.219 5.219 3.037
H -3.678 4.613 2.561
H -4.722 2.861 1.262
H 2.602 2.718 4.554
H 4.039 0.474 4.239
H -1.493 -2.724 -2.951
H -1.683 -4.316 -4.829
H -1.202 -6.722 -4.464
H -0.588 -7.516 -2.202
H -0.440 -5.926 -0.326
Cl -3.440 2.831 -6.313
C -2.492 1.987 -5.141
C -2.541 2.335 -3.797
Cl -3.565 3.638 -3.304
C -1.788 1.658 -2.853
Cl -1.879 2.181 -1.207
C -0.935 0.547 -3.164
O -0.270 -0.104 -2.307
C -0.903 0.255 -4.578
Cl 0.128 -1.019 -5.131
C -1.653 0.941 -5.518
Cl -1.555 0.512 -7.188
C 2.793 0.833 -1.844
C 3.889 1.659 -2.563
N 4.286 2.797 -1.729
C 3.132 3.681 -1.549
C 1.937 2.886 -0.960
N 2.369 1.530 -0.624
C 3.515 1.596 0.285
C 4.707 2.293 -0.421
H 3.167 -0.148 -1.545
H 1.919 0.680 -2.473
H 3.529 2.053 -3.517
H 4.780 1.058 -2.759
H 2.882 4.112 -2.522
H 3.436 4.494 -0.884
H 1.118 2.808 -1.679
H 1.549 3.359 -0.052
H 3.765 0.575 0.575
H 3.211 2.140 1.183
H 5.535 1.599 -0.585
H 5.081 3.138 0.165
Cl 3.693 -4.714 -4.049
C 2.084 -3.976 -3.988
Cl 2.069 -2.503 -3.013
H 1.400 -4.692 -3.543
H 1.792 -3.723 -5.001
```

Computed properties:
Gap between HOMO and LUMO (alpha / beta): 5.10 / 5.10 eV
HOMO level (alpha / beta): -3.882 / -3.883 eV
LUMO (alpha / beta): 0.045 / 0.045 hartree
ΔE to the lowest compared entry with this formula, charge and spin: 3.5373 eV
Charge: -1

Löwdin population analysis, charges in e, atoms 1 to 99: atom 1 (Pb): 1.427, atom 2 (C): -0.106, atom 3 (C): -0.088, atom 4 (C): -0.028, atom 5 (C): -0.220, atom 6 (C): -0.039, atom 7 (C): -0.088, atom 8 (C): -0.087, atom 9 (C): -0.223, atom 10 (C): 0.016, atom 11 (C): 0.013, atom 12 (C): -0.245, atom 13 (N): -0.015, atom 14 (C): -0.094, atom 15 (C): -0.246, atom 16 (C): -0.024, atom 17 (C): -0.004, atom 18 (C): -0.241, atom 19 (C): -0.060, atom 20 (C): -0.188, atom 21 (C): -0.042, atom 22 (C): -0.084, atom 23 (C): -0.102, atom 24 (C): -0.086, atom 25 (C): -0.041, atom 26 (C): -0.274, atom 27 (N): -0.003, atom 28 (C): -0.286, atom 29 (C): -0.025, atom 30 (C): -0.072, atom 31 (C): -0.098, atom 32 (C): -0.069, atom 33 (C): -0.092, atom 34 (C): -0.088, atom 35 (C): -0.040, atom 36 (C): -0.194, atom 37 (C): -0.229, atom 38 (C): 0.008, atom 39 (C): -0.271, atom 40 (N): 0.050, atom 41 (C): -0.047, atom 42 (C): -0.047, atom 43 (N): -0.018, atom 44 (C): -0.207, atom 45 (C): -0.047, atom 46 (C): -0.090, atom 47 (C): -0.114, atom 48 (C): -0.096, atom 49 (C): -0.050, atom 50 (H): 0.094, atom 51 (H): 0.097, atom 52 (H): 0.122, atom 53 (H): 0.124, atom 54 (H): 0.099, atom 55 (H): 0.107, atom 56 (H): 0.113, atom 57 (H): 0.095, atom 58 (H): 0.110, atom 59 (H): 0.107, atom 60 (H): 0.099, atom 61 (H): 0.095, atom 62 (H): 0.098, atom 63 (H): 0.121, atom 64 (H): 0.151, atom 65 (H): 0.094, atom 66 (H): 0.100, atom 67 (H): 0.096, atom 68 (H): 0.109, atom 69 (H): 0.144, atom 70 (H): 0.122, atom 71 (H): 0.094, atom 72 (H): 0.094, atom 73 (H): 0.111, atom 74 (H): 0.104, atom 75 (H): 0.095, atom 76 (H): 0.097, atom 77 (H): 0.114, atom 78 (Cl): 0.622, atom 79 (C): -0.744, atom 80 (C): -0.713, atom 81 (Cl): 0.649, atom 82 (C): -0.567, atom 83 (Cl): 0.751, atom 84 (C): -0.507, atom 85 (O): -0.218, atom 86 (C): -0.593, atom 87 (Cl): 0.664, atom 88 (C): -0.722, atom 89 (Cl): 0.645, atom 90 (C): -0.169, atom 91 (C): -0.149, atom 92 (N): -0.169, atom 93 (C): -0.155, atom 94 (C): -0.163, atom 95 (N): -0.215, atom 96 (C): -0.157, atom 97 (C): -0.156, atom 98 (H): 0.100, atom 99 (H): 0.089